1.
{"formula": "C2H2O2P2S4", "method": "ωB97M-V with the def2-TZVPD basis set", "e_above_lowest_ev": 0.0000, "charge": 0, "max_force_ev_per_a": 2.937, "smiles": "O=C[P@]1(=S)S[P@](=S)(C=O)S1", "orbital_gap_ev": 7.63, "energy_ha": -2503.3487, "elements": ["O", "C", "P", "S", "S", "P", "S", "C", "O", "S", "H", "H"], "positions_angstrom": [[1.1280, 2.4047, 0.6535], [0.4725, 1.9585, -0.2003], [-1.4134, 1.6994, 0.0160], [-2.3375, 3.4066, 0.0413], [-2.0992, -0.0072, -1.6672], [-2.2702, -1.2492, -0.0213], [-3.9187, -2.3602, -0.1207], [-0.5967, -2.0934, 0.2437], [-0.0086, -2.0861, 1.3025], [-2.1270, 0.2745, 1.5041], [0.7331, 1.6843, -1.2680], [-0.4218, -2.9023, -0.4123]], "atomic_forces_ev_per_a": [[0.9, 0.4, 0.8], [-1.3, -1.1, -1.8], [-2.4, -1.0, -0.2], [0.8, -1.1, -0.2], [1.1, 1.5, 1.1], [-1.3, 0.5, 0.0], [2.0, 0.7, 0.4], [-0.8, -0.8, 2.7], [-0.4, 0.9, -1.2], [0.5, 0.5, -0.7], [0.4, 0.3, 0.8], [0.5, -0.8, -1.7]]}

***

2.
{"formula": "C2H2O2S2", "method": "ωB97M-V with the def2-TZVPD basis set", "e_above_lowest_ev": 0.1746, "charge": 0, "max_force_ev_per_a": 1.746, "smiles": "O=C(O)C(=S)S", "orbital_gap_ev": 7.87, "energy_ha": -1024.2562, "elements": ["O", "C", "O", "C", "S", "S", "H", "H"], "positions_angstrom": [[-1.5879, 1.1485, 0.7393], [-0.5271, 0.6157, 0.9079], [0.1696, 0.6644, 2.0458], [0.1655, -0.2016, -0.2289], [1.5881, -0.9964, 0.0667], [-0.7316, -0.0865, -1.7299], [-0.2461, 1.2847, 2.6462], [0.0579, -0.9445, -2.3905]], "atomic_forces_ev_per_a": [[0.0, 0.1, -0.1], [0.2, -0.3, -0.6], [0.5, -0.4, -0.6], [1.1, -0.3, 0.9], [-1.5, 0.7, -0.5], [0.1, 0.0, 0.6], [-0.5, 0.2, 0.2], [0.1, 0.0, 0.0]]}

***

3.
{"formula": "C2H2O2S2", "method": "ωB97M-V with the def2-TZVPD basis set", "e_above_lowest_ev": 3.8668, "charge": 0, "max_force_ev_per_a": 2.400, "orbital_gap_ev": 9.14, "energy_ha": -1024.1205, "elements": ["C", "C", "O", "O", "S", "S", "H", "H"], "positions_angstrom": [[0.6631, -0.8613, -1.0225], [1.5179, -0.4606, 0.0850], [-1.2654, 1.6197, -0.5943], [-2.7220, 0.6047, 1.0643], [0.0443, -1.3401, 0.5133], [-2.2284, 0.6443, -0.2505], [2.5387, -0.8627, 0.0411], [1.4518, 0.6561, 0.1636]], "atomic_forces_ev_per_a": [[-0.7, -0.6, 0.0], [0.8, 2.1, -0.9], [0.9, 1.0, -0.3], [-0.7, 0.0, 1.8], [0.1, -0.6, -0.1], [-0.4, -0.7, -1.6], [-0.5, -0.1, 0.6], [0.4, -0.9, 0.4]]}

***

4.
{"formula": "C2H2O3", "method": "ωB97M-V with the def2-TZVPD basis set", "e_above_lowest_ev": 7.7476, "charge": 0, "max_force_ev_per_a": 2.742, "orbital_gap_ev": [9.30, 8.36], "energy_ha": -302.8456, "elements": ["C", "C", "O", "O", "O", "H", "H"], "positions_angstrom": [[-1.5697, 0.0333, 0.4595], [0.9479, -0.1197, -0.5753], [-2.3855, 0.2362, -0.3485], [1.6897, 0.9101, -0.1113], [1.6919, -0.3573, 0.5429], [-1.5606, -0.0772, 1.5321], [1.1863, -0.6254, -1.4994]], "atomic_forces_ev_per_a": [[1.5, 0.0, -2.3], [-1.1, 0.0, 1.2], [-0.3, 0.0, 0.7], [0.1, 2.0, -1.0], [0.1, -1.9, 1.0], [-0.3, 0.0, 0.9], [0.0, -0.1, -0.4]]}

***

5.
{"formula": "C2H2O3", "method": "ωB97M-V with the def2-TZVPD basis set", "e_above_lowest_ev": 6.3877, "charge": 0, "max_force_ev_per_a": 3.877, "orbital_gap_ev": 10.90, "energy_ha": -302.8956, "elements": ["C", "C", "O", "O", "O", "H", "H"], "positions_angstrom": [[-1.5740, -0.5180, -0.0983], [1.6929, 1.2223, -0.2770], [-0.7245, 0.3339, 0.2142], [2.0004, 0.7167, 0.8943], [2.4873, 0.1882, -0.3640], [-1.2670, -1.3767, -0.6064], [-2.6151, -0.5663, 0.2371]], "atomic_forces_ev_per_a": [[2.2, 2.5, 2.0], [-0.2, 0.6, -0.3], [-2.8, -1.8, -0.8], [-0.5, 0.6, 2.0], [0.9, -1.1, -1.7], [0.6, -1.6, -1.4], [-0.2, 0.8, 0.1]]}

***

6.
{"formula": "C2H2O3S", "method": "ωB97M-V with the def2-TZVPD basis set", "e_above_lowest_ev": 3.7887, "charge": 0, "max_force_ev_per_a": 1.420, "smiles": "C=C1OS1(=O)=O", "orbital_gap_ev": 10.90, "energy_ha": -701.2012, "elements": ["C", "C", "O", "S", "O", "O", "H", "H"], "positions_angstrom": [[0.0239, -0.1326, 0.0467], [0.0176, -1.4251, 0.1964], [0.5689, -2.3751, 1.0178], [-0.4354, -3.0393, -0.1864], [-1.6152, -3.5932, 0.3902], [0.3326, -3.7787, -1.1321], [-0.5424, 0.3380, -0.7352], [0.5976, 0.5023, 0.7033]], "atomic_forces_ev_per_a": [[0.0, 0.4, -0.1], [-0.5, -0.3, -0.7], [-0.1, -0.8, -0.1], [0.9, 0.0, 1.1], [0.0, 0.4, -0.2], [-0.2, 0.4, -0.1], [-0.1, 0.0, -0.2], [0.1, -0.1, 0.2]]}

***

7.
{"formula": "C2H2O3S", "method": "ωB97M-V with the def2-TZVPD basis set", "e_above_lowest_ev": 2.1462, "charge": 0, "max_force_ev_per_a": 3.693, "orbital_gap_ev": 8.55, "energy_ha": -701.2615, "elements": ["C", "C", "O", "O", "O", "S", "H", "H"], "positions_angstrom": [[-0.7285, -1.1327, -1.1477], [-0.3560, -0.3504, -0.2254], [-4.0975, -1.8773, -0.6713], [-2.3814, -3.4573, 0.0241], [-1.1832, -1.6318, -2.0883], [-3.3676, -3.0876, -0.9761], [-1.2962, -0.0272, 0.3129], [0.6173, -0.0790, 0.1660]], "atomic_forces_ev_per_a": [[-0.1, -0.2, -2.2], [-0.6, 1.8, 3.2], [0.2, -0.8, -0.6], [-0.9, -0.1, -1.2], [-0.2, -1.0, -0.4], [0.6, 0.8, 1.8], [1.2, -0.1, -0.4], [-0.2, -0.4, -0.3]]}

***

8.
{"formula": "C2H2O4P", "method": "ωB97M-V with the def2-TZVPD basis set", "e_above_lowest_ev": 2.6843, "charge": -1, "max_force_ev_per_a": 4.446, "smiles": "O=C([O-])C(=O)OP", "orbital_gap_ev": 8.80, "energy_ha": -719.7747, "elements": ["O", "C", "O", "C", "O", "O", "P", "H", "H"], "positions_angstrom": [[2.5150, 0.3527, 0.6864], [1.4413, 0.7732, 1.0630], [1.0151, 1.2030, 2.1227], [0.1242, 0.6454, 0.1676], [-0.8449, 1.2344, -0.0202], [0.1363, -0.8527, -0.2365], [-1.0342, -1.6459, -1.0126], [-2.0156, -0.8297, -0.6264], [-1.3372, -0.8804, -2.1440]], "atomic_forces_ev_per_a": [[0.7, -0.1, -0.8], [-0.9, -0.1, -0.3], [-0.1, 0.8, 1.7], [2.3, -3.8, -0.2], [-2.1, 1.9, -0.7], [1.0, 1.0, 0.0], [0.7, -0.6, 0.0], [-2.4, 0.6, 1.5], [0.8, 0.2, -1.3]]}

***

9.
{"formula": "C2H2O6Rb", "method": "ωB97M-V with the def2-TZVPD basis set", "e_above_lowest_ev": 3.0373, "spin_multiplicity": 2, "charge": 0, "max_force_ev_per_a": 9.058, "orbital_gap_ev": [7.02, 2.93], "s_squared": 0.76, "energy_ha": -552.8322, "elements": ["Rb", "O", "C", "O", "O", "H", "O", "C", "O", "O", "H"], "positions_angstrom": [[1.5700, 0.0355, 1.6459], [1.9210, 1.8142, -2.6669], [1.9329, 1.0588, -1.6342], [3.0352, 0.6585, -1.1502], [0.8825, 0.8962, -1.0757], [1.0016, 1.8831, -2.3995], [-1.0607, -1.0548, 1.3435], [-2.2188, -1.4357, 1.6680], [-3.0692, -1.0343, 0.8807], [-2.3439, -2.0275, 2.7560], [-1.6506, -0.7940, 0.6324]], "atomic_forces_ev_per_a": [[0.4, 0.3, -1.0], [-0.2, 1.5, -2.7], [7.9, -2.6, 3.6], [-0.1, -0.3, -0.3], [-5.7, -1.1, 2.7], [-2.2, 2.1, -2.2], [4.4, -0.4, 1.0], [-2.2, -0.4, 2.2], [-2.8, -1.1, 0.4], [-1.2, -1.2, 1.4], [1.7, 3.0, -5.0]]}

***

10.
{"formula": "C2H2OS", "method": "ωB97M-V with the def2-TZVPD basis set", "e_above_lowest_ev": 5.9826, "charge": 0, "max_force_ev_per_a": 4.007, "orbital_gap_ev": [6.57, 6.57], "energy_ha": -550.5684, "elements": ["C", "C", "O", "S", "H", "H"], "positions_angstrom": [[1.7622, 1.1963, 0.2203], [0.6081, 1.4969, 0.1573], [-2.6751, -0.5674, 0.3631], [-2.3508, 0.9566, -0.0856], [2.8093, 1.0760, 0.2832], [-2.6961, -1.1537, -0.4073]], "atomic_forces_ev_per_a": [[1.2, -0.2, 0.1], [-4.0, -0.4, -0.3], [0.2, 1.0, -0.1], [2.1, -0.4, 0.5], [0.4, -0.1, 0.0], [0.2, 0.0, -0.1]]}

***

11.
{"formula": "C2H2OS", "method": "ωB97M-V with the def2-TZVPD basis set", "e_above_lowest_ev": 5.8147, "charge": 0, "max_force_ev_per_a": 4.207, "orbital_gap_ev": [7.95, 7.22], "energy_ha": -550.5746, "elements": ["C", "C", "O", "S", "H", "H"], "positions_angstrom": [[-2.0465, 0.5229, 0.0059], [-2.2597, 1.7282, 0.0836], [-2.2991, -0.7393, 0.1291], [2.2905, 0.3966, 0.1875], [-1.9388, -1.1170, 0.9456], [2.3552, 0.9858, -1.0042]], "atomic_forces_ev_per_a": [[-0.1, -4.2, 0.4], [-0.2, 4.0, 0.0], [0.3, 0.0, -0.4], [0.0, -0.1, 0.3], [0.1, 0.2, 0.0], [0.0, 0.1, -0.3]]}

***

12.
{"formula": "C2H2OS", "method": "ωB97M-V with the def2-TZVPD basis set", "e_above_lowest_ev": 2.9271, "charge": 0, "max_force_ev_per_a": 0.750, "smiles": "C#C.O=S", "orbital_gap_ev": [7.77, 7.65], "energy_ha": -550.6807, "elements": ["C", "C", "H", "H", "O", "S"], "positions_angstrom": [[-0.0754, 0.8002, -0.4886], [-0.3255, 1.1358, 0.6314], [0.1699, 0.4958, -1.4627], [-0.5663, 1.4719, 1.5981], [0.3656, -1.8904, -0.8706], [0.4316, -2.0133, 0.5924]], "atomic_forces_ev_per_a": [[-0.1, 0.6, 0.5], [0.0, 0.1, -0.5], [0.1, -0.2, -0.5], [-0.1, 0.1, 0.5], [0.0, -0.2, -0.5], [0.1, -0.3, 0.5]]}

***

13.
{"formula": "C2H2OS2", "method": "ωB97M-V with the def2-TZVPD basis set", "e_above_lowest_ev": 1.6933, "charge": 0, "max_force_ev_per_a": 4.556, "smiles": "O=C(S)C=S", "orbital_gap_ev": 7.40, "energy_ha": -948.9428, "elements": ["O", "C", "S", "C", "S", "H", "H"], "positions_angstrom": [[1.7403, 1.0631, -0.4874], [0.7799, 0.3623, -0.0782], [1.1897, -1.3756, -0.0761], [-0.6627, 0.5929, 0.3335], [-1.9317, -0.4205, -0.3371], [-0.1198, -1.8464, -0.1178], [-0.9957, 1.6244, 0.7631]], "atomic_forces_ev_per_a": [[-4.0, -0.6, 1.9], [3.2, -0.7, -1.5], [-0.9, -0.4, 0.1], [-3.3, 0.7, -2.2], [3.0, 2.8, 2.0], [1.2, 0.3, 0.2], [0.8, -2.0, -0.5]]}